{
  "formula": "C23H23P2V",
  "method": "ωB97M-V with the def2-TZVPD basis set",
  "elements": ["H", "H", "H", "C", "C", "H", "H", "H", "C", "H", "C", "C", "C", "H", "H", "H", "H", "H", "P", "C", "V", "C", "C", "H", "C", "C", "C", "C", "C", "H", "H", "H", "P", "C", "C", "C", "C", "H", "H", "C", "H", "H", "H", "C", "H", "C", "C", "H", "C"],
  "coordinates": [[1.573701, 1.509839, 3.836497], [4.463283, -0.820338, 1.070064], [-1.007764, 3.098662, 6.901420], [0.538999, 0.840329, -1.739244], [-0.134979, -1.856422, -0.323294], [3.424421, -2.157535, 5.042111], [1.045263, -1.587814, 4.626696], [-4.518972, -3.970964, 2.709966], [0.397980, 2.382705, 5.412438], [-2.284583, -4.602422, 3.627588], [-1.729303, 0.869028, 4.425941], [1.785391, -1.447108, 3.838222], [4.076500, -1.513191, 3.069081], [-2.556589, 0.271912, 4.045158], [1.183301, 2.824951, 1.418731], [0.186597, 3.348043, -0.408389], [-1.038610, 2.829910, 1.279607], [-0.568931, -3.201488, -1.931792], [-0.256687, -0.234060, 2.303878], [2.342853, -0.753534, 1.558587], [0.474897, -0.040810, 0.023310], [-3.680561, -3.279821, 2.621744], [-1.559801, -1.486359, 2.474176], [5.128813, -1.709567, 3.261065], [3.691785, -1.012247, 1.821184], [-1.360004, -2.740460, 3.060986], [-0.856033, 2.452139, 6.034399], [-1.917735, 1.684045, 5.541345], [0.161015, 0.030149, -2.786566], [-4.833835, -1.778680, 1.564464], [1.227444, 2.975236, 5.805725], [-0.434257, -1.773255, -3.747592], [0.117114, 2.331484, 0.590864], [-2.796743, -1.160011, 1.888108], [3.129234, -1.753342, 4.072751], [-0.479272, 0.794565, 3.794284], [-0.309288, -2.171947, -1.655117], [0.149027, 0.463534, -3.794713], [2.056934, -0.431634, 0.506013], [-2.432797, -3.633139, 3.146010], [-2.921395, -0.213416, 1.354408], [-2.897285, 1.719033, 6.022987], [-0.376818, -3.008108, 3.443055], [1.405134, -0.939288, 2.591961], [0.813969, 1.877393, -2.002414], [-3.861634, -2.047584, 1.981462], [-0.210043, -1.326719, -2.772655], [-0.262527, -2.687707, 0.383996], [0.588191, 1.561812, 4.302892]],
  "forces_ev_per_a": [[-0.2, 0.0, 0.1], [-0.4, -0.1, 0.2], [0.1, -0.2, -0.3], [0.6, 0.4, 0.8], [0.1, 0.5, 1.0], [0.0, 0.1, -0.3], [0.2, 0.2, -0.2], [0.2, 0.2, -0.1], [-0.2, 0.0, 0.1], [-0.1, 0.3, -0.2], [0.1, -0.1, -0.1], [0.6, -0.1, -0.2], [-0.4, 0.1, 0.1], [0.2, 0.2, 0.2], [-0.6, -0.1, -0.1], [0.0, -0.4, 0.3], [0.6, -0.3, -0.1], [0.1, 0.2, 0.3], [-0.4, -0.9, 1.1], [0.0, -0.1, 0.6], [-1.2, 0.3, -1.9], [0.1, 0.1, 0.1], [-0.1, -0.3, -0.3], [-0.2, 0.0, -0.1], [0.1, 0.0, -0.3], [-0.4, 0.3, 0.0], [-0.1, -0.2, -0.2], [0.3, 0.2, 0.1], [-0.4, -0.6, -0.9], [0.3, -0.1, 0.1], [-0.3, -0.2, -0.2], [0.1, 0.2, 0.4], [-0.2, 1.4, 0.1], [0.2, -0.1, 0.2], [-0.2, 0.1, -0.3], [0.0, 0.7, 0.3], [-0.2, -0.2, -1.3], [0.1, 0.0, 0.3], [2.1, -0.6, 1.1], [0.0, 0.1, -0.1], [0.0, -0.2, 0.2], [0.3, 0.0, -0.2], [-0.3, 0.0, 0.0], [-0.4, 0.0, -0.1], [-0.2, -0.6, 0.0], [0.0, -0.2, 0.2], [-0.1, 0.0, 0.1], [0.0, 0.3, -0.3], [-0.2, 0.0, -0.1]],
  "mulliken_charge": [0.47, 0.46, 0.39, -0.25, -0.40, 0.42, 0.47, 0.39, -0.73, 0.42, -0.55, -0.03, -0.59, 0.33, 0.10, 0.13, 0.13, 0.31, 1.31, -0.46, -1.03, -0.52, 0.17, 0.41, -0.96, -0.09, -0.51, -0.58, -0.47, 0.42, 0.40, 0.34, 0.02, -0.44, -0.87, 0.69, -0.45, 0.29, 1.10, -0.70, 0.34, 0.41, 0.39, 0.16, 0.60, -0.67, 0.06, 0.52, -0.39],
  "e_homo_ev": [-10.40, -10.43],
  "charge": 1,
  "s2": 1.240,
  "e_lumo_ev": [-4.1, -4.2],
  "e_tot_ev": -68477.5118,
  "spin_multiplicity": 2
}



{
  "formula": "C3H2F3N",
  "method": "ωB97M-V with the def2-TZVPD basis set",
  "elements": ["H", "C", "F", "N", "C", "F", "H", "C", "F"],
  "coordinates": [[-0.129856, 2.590059, 2.485211], [-0.471524, 0.350555, 1.711787], [0.599327, -0.060645, -0.954440], [0.813820, 0.756759, 1.755965], [-0.051035, -1.056331, -1.570826], [0.683533, -2.158553, -1.697539], [-0.943072, -1.382395, -1.150278], [-0.136641, 1.611658, 2.224167], [-0.364552, -0.651106, -2.804047]],
  "forces_ev_per_a": [[-0.1, 2.6, 1.1], [-1.3, -0.6, 0.1], [-0.1, -0.8, -0.2], [-1.1, 2.3, 1.3], [0.3, 0.0, -1.2], [1.2, 0.0, 0.2], [-1.6, 0.2, 1.7], [2.4, -4.4, -2.5], [0.2, 0.6, -0.6]],
  "mulliken_charge": [0.40, -0.27, -0.16, -0.20, 0.49, -0.22, 0.13, 0.07, -0.23],
  "e_homo_ev": -9.89,
  "charge": 0,
  "e_lumo_ev": -0.2,
  "e_tot_ev": -12781.5625,
  "relative_energy_kcal_mol": 57.1,
  "smiles": "C1=CN=1.FC(F)F"
}



{
  "formula": "C4H9IN3",
  "method": "ωB97M-V with the def2-TZVPD basis set",
  "elements": ["C", "H", "N", "H", "H", "N", "H", "I", "H", "H", "H", "H", "C", "H", "C", "C", "N"],
  "coordinates": [[-2.156984, 0.712041, -0.253393], [0.943678, -2.332301, -1.237524], [0.836261, -1.185146, 0.409957], [0.694670, 3.467692, 0.559579], [0.787442, -1.329733, 1.498471], [-0.328001, -0.669149, 0.097164], [-2.223525, 1.787728, -0.116823], [2.726400, 0.178381, 0.235266], [-2.799300, 0.257904, 0.511038], [0.168098, -3.141081, 0.080627], [1.099176, 2.549822, -1.049217], [1.907541, -2.992729, 0.234970], [0.561593, 2.607404, -0.075329], [-2.429793, 0.378918, -1.279624], [-0.698458, 0.551314, 0.019997], [0.982688, -2.525844, -0.098498], [-0.071482, 1.684773, 0.463343]],
  "forces_ev_per_a": [[-0.1, 1.1, -0.5], [0.5, -0.9, 1.6], [1.8, 0.6, 5.5], [0.4, 0.5, -0.1], [0.7, 0.8, -2.0], [-1.9, 0.3, -1.7], [-1.1, 0.2, -0.5], [-0.4, -1.5, 0.0], [0.4, -0.2, -0.3], [-1.8, -0.8, 0.9], [-0.8, 0.1, 0.4], [0.0, 0.3, -0.1], [1.1, 0.6, -0.4], [0.2, 0.3, 0.8], [0.0, -0.8, 0.9], [2.1, 0.5, -4.4], [-1.2, -1.1, -0.2]],
  "mulliken_charge": [-1.04, 0.31, -0.05, 0.27, 0.41, -0.44, 0.36, 0.27, 0.29, 0.37, 0.37, 0.32, -0.30, 0.28, 0.72, -0.75, -0.39],
  "e_homo_ev": -13.97,
  "charge": 1,
  "e_lumo_ev": -6.3,
  "e_tot_ev": -16854.3401,
  "relative_energy_kcal_mol": 107.0,
  "smiles": "C=N/C(C)=N\\[N@@H+](C)I"
}



{
  "formula": "C22H29N3P2Ru",
  "method": "ωB97M-V with the def2-TZVPD basis set",
  "elements": ["H", "C", "H", "C", "H", "H", "H", "H", "H", "C", "H", "C", "C", "H", "H", "H", "H", "C", "C", "H", "H", "C", "H", "C", "N", "H", "C", "C", "H", "C", "C", "H", "H", "Ru", "C", "C", "H", "H", "N", "H", "H", "C", "C", "C", "P", "C", "C", "C", "H", "C", "H", "N", "P", "H", "H", "H", "H"],
  "coordinates": [[0.706430, 0.786538, -4.709306], [-1.181001, 0.048479, -2.018521], [3.577595, 0.025098, -0.129124], [-1.127959, -2.486774, 0.346595], [-0.152170, -2.342777, 3.683671], [-3.672247, -4.731777, 0.496131], [2.328028, 2.996138, -2.332466], [1.476930, -0.997973, -1.852254], [-1.534154, -1.421801, 2.995151], [-3.726591, -2.885755, -0.659993], [3.117650, 4.292128, 2.976946], [-1.459670, 0.562958, -4.760521], [0.314093, -2.357625, 0.785980], [-4.691181, -3.093774, -1.096841], [3.645366, 1.751159, 0.299890], [0.553730, 2.768994, -2.386466], [-0.372864, -0.595049, 4.079357], [0.654416, 2.163331, 3.406122], [-0.482855, -1.366693, 3.305314], [-3.542100, 0.312869, -0.974753], [-1.517053, 0.899621, -5.799556], [-2.595340, 0.148308, -4.014109], [-1.079880, 0.576485, 1.758243], [-2.474531, -0.074558, -2.623917], [1.854674, 3.059472, 1.807946], [2.162113, 3.327308, 0.867995], [1.329058, 0.035626, -2.216052], [-0.215938, 0.552874, -4.166113], [2.072423, 0.259659, -2.990230], [-1.831518, -3.645911, 0.640692], [-0.049399, 0.213033, -2.824893], [1.290148, 3.616262, -1.007619], [-4.645658, -0.391314, -1.964046], [0.134604, 0.840287, 0.716584], [1.572835, 3.028697, 3.974874], [1.430469, 2.800859, -1.727459], [0.995165, -2.276141, -0.072809], [-0.126812, 1.527956, 3.818805], [0.840477, 2.191559, 2.064851], [1.631745, 3.204288, 5.035733], [2.382996, -2.054506, 2.857981], [3.353618, 1.038073, -0.479675], [-3.080333, -1.649566, -0.882950], [-1.768684, -1.449740, -0.343504], [1.578921, 1.206825, -0.820853], [2.302786, 3.568119, 2.961025], [-3.563817, -0.454933, -1.649444], [2.222115, -1.036464, 2.485057], [2.953659, -0.809566, 1.700184], [-3.123069, -3.838903, 0.205969], [0.609497, -3.224715, 1.380920], [-1.029595, -0.265749, -0.641406], [0.526367, -0.910397, 1.858333], [-3.527949, 0.048470, -4.557427], [3.943020, 1.242985, -1.382968], [-1.344549, -4.406335, 1.263083], [2.355986, -0.325660, 3.311842]],
  "forces_ev_per_a": [[-0.5, -0.1, -0.1], [-1.0, -0.7, 0.2], [-0.1, 0.2, -0.1], [0.3, 0.3, 0.3], [-0.1, 0.2, 0.1], [0.1, 0.1, -0.2], [-0.2, 0.1, 0.0], [0.0, 0.4, -0.2], [0.3, 0.1, 0.1], [1.0, 0.9, 0.8], [-0.3, -0.3, 0.0], [-0.4, -0.1, 0.3], [-0.1, -0.4, -0.1], [-0.1, 0.1, 0.0], [0.1, -0.2, -0.1], [0.1, 0.0, 0.3], [-0.1, -0.3, -0.2], [0.6, 0.3, -1.7], [0.2, -0.3, 0.0], [0.1, 2.2, 2.1], [-0.3, -0.4, 0.3], [0.8, 0.4, 0.7], [-2.2, -0.3, 1.0], [0.3, 0.2, -1.4], [-0.3, -0.1, 0.8], [-0.6, -0.4, 0.6], [0.0, 0.1, -0.5], [0.8, -0.1, 0.3], [0.0, -0.2, 0.1], [0.2, -0.3, 0.6], [0.3, 0.5, 0.7], [0.0, -0.1, -0.3], [1.3, -0.8, -0.3], [-1.6, 3.0, 0.1], [-0.4, -0.2, 1.6], [0.6, 0.2, -0.1], [-0.1, 0.0, 0.2], [0.3, 0.4, -0.1], [0.5, 2.0, 1.5], [0.3, 0.2, 0.0], [0.1, 0.1, 0.0], [0.4, 0.3, -0.4], [0.3, -1.2, 0.5], [-0.2, 0.0, -0.4], [2.4, 0.6, -3.8], [1.1, 1.0, -0.2], [-1.1, -1.2, -1.8], [0.4, -0.3, 0.2], [-0.2, -0.1, 0.3], [-0.6, 0.5, -1.0], [0.0, -0.2, -0.2], [-2.3, -3.1, -3.3], [0.5, -3.3, 2.7], [-0.1, 0.0, 0.4], [0.0, -0.1, 0.2], [-0.2, 0.2, -0.3], [0.0, -0.2, -0.2]],
  "mulliken_charge": [0.40, 0.80, 0.37, 0.68, 0.45, 0.41, 0.37, 0.29, 0.42, -0.98, 0.45, -0.75, -1.37, 0.50, 0.39, 0.36, 0.41, -0.39, -1.51, 0.39, 0.41, -0.98, 0.00, 0.20, -0.08, 0.13, -1.21, -0.63, 0.60, -0.82, 0.16, 0.46, 0.52, -0.43, -1.18, -1.30, 0.29, 0.57, 0.24, 0.42, 0.47, -1.35, 0.20, 0.53, 0.95, 0.03, -1.21, -1.19, 0.20, -0.75, 0.64, 0.49, 1.29, 0.49, 0.47, 0.37, 0.34],
  "e_homo_ev": [-7.01, -11.36],
  "charge": 1,
  "s2": 8.791,
  "e_lumo_ev": [-1.8, -5.3],
  "e_tot_ev": -48902.5976,
  "relative_energy_kcal_mol": 17.3,
  "spin_multiplicity": 6
}



{
  "formula": "C3H4NO5",
  "method": "ωB97M-V with the def2-TZVPD basis set",
  "elements": ["O", "O", "C", "O", "H", "C", "N", "O", "C", "H", "H", "H", "O"],
  "coordinates": [[4.293364, -1.749540, -0.719792], [-2.104128, -1.398181, 0.271545], [-0.439137, 0.308914, 0.117393], [2.631799, 1.255434, -0.208817], [-0.352130, -1.728012, -0.661419], [3.689182, 0.771180, 0.068435], [3.457542, -0.933439, 0.128535], [2.566931, -1.445773, 0.759830], [-1.015450, -1.041252, -0.104419], [-0.007736, 0.340477, 1.117738], [0.367713, 0.525429, -0.573717], [-1.212833, 1.070790, 0.073297], [4.813084, 1.040053, 0.342005]],
  "forces_ev_per_a": [[-3.7, 3.6, 3.8], [-0.2, -0.1, 0.0], [0.0, 0.3, 0.1], [-1.0, 0.3, -0.3], [-0.1, -0.2, 0.1], [0.0, 0.1, 0.2], [2.8, -4.7, -3.4], [0.8, 0.6, -0.5], [0.2, 0.0, -0.2], [0.1, -0.1, 0.1], [0.1, 0.0, 0.0], [-0.1, 0.1, 0.0], [1.0, 0.1, 0.2]],
  "mulliken_charge": [-0.59, -0.52, -0.76, -0.53, 0.33, 0.56, 0.58, -0.47, 0.14, 0.22, 0.24, 0.36, -0.56],
  "e_homo_ev": -5.54,
  "charge": -1,
  "e_lumo_ev": 3.6,
  "e_tot_ev": -14902.0257,
  "relative_energy_kcal_mol": 87.5
}